1.
{
  "formula": "C3H10",
  "method": "ωB97M-V with the def2-TZVPD basis set",
  "smiles": "CC.C",
  "lumo_energy_ev": 1.177,
  "homo_lumo_gap_ha": 0.475,
  "energy_ev": -3272.776,
  "homo_ev": -11.74,
  "de_lowest_kcal_mol": 6.7,
  "symbols": ["H", "H", "H", "C", "H", "H", "H", "C", "H", "H", "H", "C", "H"],
  "positions_angstrom": [[2.95013, -0.74956, -1.66933], [1.38427, -0.28802, -0.95351], [-1.23749, -1.04435, 1.15417], [2.41959, -0.50756, -0.75528], [2.95766, 0.32259, -0.31289], [2.51012, -1.26144, 0.02687], [0.01429, 0.21188, 1.08895], [-1.87527, 0.83291, 0.29817], [-2.85329, 0.56821, 0.69843], [-1.62521, 1.75694, 0.79865], [-0.52895, -0.68760, -0.40481], [-0.80113, -0.25474, 0.54841], [-2.01197, 0.95081, -0.77388]],
  "atomic_forces_ev_per_a": [[0.0, -0.4, 0.0], [-0.1, 0.2, 0.0], [0.2, -0.2, 0.2], [0.7, 0.1, 0.5], [-0.2, 0.6, -0.1], [-0.2, -0.4, -0.4], [0.4, -0.4, -0.2], [-0.2, -0.6, 0.0], [0.0, -0.2, 0.0], [0.2, 0.4, -0.2], [0.4, -0.1, 0.1], [-1.3, 0.5, 0.2], [0.0, 0.5, 0.0]]
}

***

2.
{
  "formula": "C3H10BN",
  "method": "ωB97M-V with the def2-TZVPD basis set",
  "smiles": "CNB(C)C",
  "lumo_energy_ev": 0.700,
  "homo_lumo_gap_ha": 0.381,
  "energy_ev": -5440.513,
  "homo_ev": -9.67,
  "de_lowest_kcal_mol": 0.0,
  "symbols": ["H", "H", "H", "H", "C", "H", "H", "N", "H", "B", "C", "H", "C", "H", "H"],
  "positions_angstrom": [[1.41958, -1.69883, -0.08634], [-1.20101, 1.22914, -1.59014], [2.11263, -0.60283, -1.11656], [1.96580, -0.32073, 0.54987], [-0.60488, 0.16562, 1.99753], [-1.58600, 0.16924, 2.46359], [0.15924, 0.69946, -2.59125], [-0.82873, 0.36968, 0.59477], [-1.16941, -0.40395, -2.31692], [0.03447, 0.03981, -0.46030], [1.46578, -0.65794, -0.32151], [-1.76587, 0.83203, 0.44167], [-0.56951, 0.39564, -1.85642], [-0.18410, -0.88127, 2.14945], [-0.02059, 0.90428, 2.47202]],
  "atomic_forces_ev_per_a": [[-0.6, -1.1, 0.0], [-0.6, 0.4, -0.7], [1.3, 0.5, -2.1], [0.8, 0.8, 0.9], [-0.7, -2.6, 0.0], [0.0, -0.1, 0.4], [0.3, 0.2, -0.3], [-1.0, 0.9, -0.1], [0.1, 0.2, 0.3], [0.1, -0.6, -0.6], [-2.1, 0.2, 1.9], [1.9, -0.8, -0.2], [-0.1, -0.2, -0.1], [-0.3, 1.4, 0.1], [1.0, 0.8, 0.5]]
}

***

3.
{
  "formula": "C3H10FN2",
  "method": "ωB97M-V with the def2-TZVPD basis set",
  "total_charge": 1,
  "lumo_energy_ev": -3.528,
  "homo_lumo_gap_ha": 0.397,
  "energy_ev": -8960.803,
  "homo_ev": -14.34,
  "de_lowest_kcal_mol": 77.8,
  "symbols": ["N", "C", "H", "F", "H", "H", "N", "H", "H", "H", "H", "C", "H", "C", "H", "H"],
  "positions_angstrom": [[0.63317, -1.33517, -0.17484], [0.11395, 0.43968, -0.43370], [-2.10945, 1.50938, 1.96752], [1.48276, -1.15898, 0.92464], [-0.40982, 0.47535, -1.37831], [-0.16353, 0.20047, 1.55797], [-0.75871, 0.45079, 0.75101], [-0.82397, 2.50328, 1.26350], [1.86837, -2.71358, -1.05505], [0.99203, 1.06734, -0.34814], [0.69866, -1.91146, -2.12743], [1.39675, -1.76016, -1.30508], [-1.41617, -0.33444, 0.63490], [-1.51090, 1.68103, 1.07330], [-2.17438, 1.94575, 0.25291], [2.18123, -1.05928, -1.60320]],
  "atomic_forces_ev_per_a": [[-2.1, 3.9, -0.6], [1.2, -4.2, 0.6], [0.1, -0.1, -0.1], [0.4, 0.0, 0.1], [-0.2, 0.1, 0.0], [-0.2, -0.1, -0.3], [0.0, -0.3, 0.3], [0.1, -0.1, -0.1], [-0.1, 0.0, 0.0], [0.0, 0.0, 0.1], [-0.1, 0.0, 0.1], [1.0, -0.2, -0.3], [0.3, 0.1, 0.1], [-0.4, 0.8, 0.1], [0.1, -0.1, -0.1], [0.0, 0.0, 0.0]]
}